[1]
90
Properties=species:S:1:pos:R:3 method="wB97M-V/def2-TZVPD" multiplicity=1 charge=+2 fmax_ev_per_a=2.911 orbital_gap_ev=9.0 de_lowest_kcal_mol=0.0
Hg -20.45963 6.01221 -5.10065
Pb -19.04246 1.64712 -7.83983
C -19.06721 3.50900 -2.11983
F -18.17188 3.57018 -1.16657
F -18.45912 3.76798 -3.27147
F -19.66047 2.34374 -2.14765
S -20.39312 4.82857 -1.80860
O -21.13817 4.44298 -0.65329
O -19.65566 6.07294 -1.76823
N -21.23325 4.83371 -3.32737
S -22.63426 4.04070 -3.25672
O -23.11516 3.84999 -4.62007
O -22.62010 2.82161 -2.49074
C -23.95348 5.10215 -2.41238
F -24.34678 6.07695 -3.22121
F -24.93024 4.25171 -2.15990
F -23.53688 5.62897 -1.28532
B -19.63956 4.06943 -6.56688
H -19.06818 5.00562 -6.20875
H -19.29556 3.87222 -7.66067
H -19.37409 3.11760 -5.96215
H -20.75316 4.37433 -6.58495
C -20.14533 0.89239 -12.49296
C -19.39802 1.15767 -11.16843
C -19.22808 2.66331 -11.05849
O -18.39662 2.94905 -9.94807
C -17.87081 4.27801 -10.02882
N -20.06712 0.59558 -9.97588
H -20.61160 -0.09929 -12.59311
H -19.44780 0.83198 -13.32690
H -21.05686 1.47455 -12.64694
H -18.36257 0.82666 -11.27438
H -20.23279 3.09305 -10.95981
H -18.72349 2.93062 -11.98866
H -17.12194 4.28355 -10.82231
H -17.42201 4.58644 -9.08816
H -18.58443 5.06223 -10.29429
H -20.95411 1.11780 -9.96952
H -20.48393 -0.30820 -10.20538
C -23.00956 0.61162 -5.35066
C -21.59391 0.61862 -5.96761
C -21.10881 -0.74595 -6.47224
O -19.84239 -0.63346 -7.08870
C -19.33127 -1.90767 -7.54058
N -21.52672 1.57561 -7.12503
H -23.60328 1.43400 -5.73551
H -22.88444 0.82542 -4.28905
H -23.46449 -0.37421 -5.43399
H -20.76419 0.79524 -5.27236
H -21.83388 -1.05289 -7.23781
H -21.17602 -1.36347 -5.57308
H -20.11437 -2.62908 -7.76240
H -18.67783 -2.31306 -6.76856
H -18.73308 -1.66489 -8.41744
H -21.85833 2.46582 -6.74397
H -22.31701 1.36082 -7.73649
C -24.01923 8.03590 -7.29489
C -22.80982 7.71242 -6.43461
C -22.82746 8.41021 -5.08290
O -21.63428 8.19633 -4.33780
C -21.71968 8.74284 -3.02173
N -22.53860 6.24621 -6.19047
H -24.22063 9.08701 -7.06635
H -24.94642 7.52915 -7.02307
H -23.82672 7.95848 -8.36203
H -21.92904 8.07643 -6.96603
H -23.68380 8.10182 -4.46853
H -22.99599 9.48572 -5.20166
H -22.30625 8.14487 -2.32472
H -22.10941 9.76485 -3.01902
H -20.67319 8.84209 -2.73520
H -23.45525 5.88629 -5.91079
H -22.47859 5.86751 -7.13844
C -16.93730 8.65916 -4.19216
C -18.23894 8.08144 -4.75711
C -18.22542 8.02867 -6.26592
O -19.52031 7.57097 -6.69311
C -19.53628 7.42155 -8.10201
N -18.37445 6.67056 -4.36500
H -16.12644 7.96842 -4.41710
H -17.05817 8.87696 -3.13198
H -16.71245 9.63636 -4.62849
H -19.10614 8.59308 -4.34525
H -17.47551 7.33934 -6.66157
H -18.07093 9.02998 -6.67203
H -18.86602 6.60670 -8.39074
H -19.36771 8.32920 -8.67890
H -20.51409 7.01573 -8.37673
H -17.54487 6.15028 -4.64788
H -18.34868 6.59352 -3.35143

---

[2]
16
Properties=species:S:1:pos:R:3 method="wB97M-V/def2-TZVPD" multiplicity=1 charge=+1 fmax_ev_per_a=2.240 orbital_gap_ev=9.3 de_lowest_kcal_mol=42.9
C 1.89666 0.18960 -1.26300
N 1.05692 1.05628 -0.33524
H 2.61746 -0.28631 -0.60851
H 2.41561 0.91545 -1.88347
H 1.31508 -0.50443 -1.85340
H 0.76410 0.58594 0.53641
H 1.36414 2.02344 -0.25274
H 0.15996 1.15417 -0.82638
C -2.40526 -0.00837 0.45801
C -1.34566 -0.39365 1.17505
N -0.21396 -1.16578 0.75699
H -2.35116 0.35497 -0.56501
H -3.38220 0.01778 0.91942
H -1.46413 -0.40270 2.25107
H -0.00037 -1.78349 1.52925
H -0.42718 -1.75292 -0.03846

---

[3]
47
Properties=species:S:1:pos:R:3 method="wB97M-V/def2-TZVPD" multiplicity=1 fmax_ev_per_a=3.493 smiles="C[C@@H]1COC(=O)O1.C[C@@H]1COC(=O)O1.CCCOBCB(O)O" orbital_gap_ev=10.1 de_lowest_kcal_mol=87.3
C -3.53703 -2.00893 -1.89456
C -2.61559 -3.13769 -1.07267
C -1.87665 -2.25953 0.14226
O -1.07745 -3.08972 1.05676
B -0.05019 -2.12741 1.59247
C -0.60281 -0.86526 2.51126
B -0.11956 0.59097 1.85054
O 0.84258 0.72006 0.73475
O -0.74761 1.81363 2.46395
H -4.55183 -1.94743 -1.26916
H -2.98445 -0.96171 -1.75548
H -3.70351 -2.29263 -3.01944
H -1.82658 -3.64789 -1.77873
H -3.31504 -3.99459 -0.64194
H -1.11581 -1.54377 -0.43584
H -2.68176 -1.60447 0.68360
H 1.07371 -2.31142 1.29327
H -1.79124 -0.81724 2.55069
H -0.20363 -0.95162 3.62439
H 0.33045 0.60357 -0.14203
H -1.74728 1.73924 2.26989
C 2.15339 3.41398 3.23506
C 3.14720 3.38206 4.37820
C 2.87526 2.30883 5.38751
O 3.47526 2.83796 6.55799
C 3.43389 4.19869 6.42823
O 3.69381 4.98613 7.32266
O 3.05847 4.55908 5.16330
H 2.27238 4.33167 2.64971
H 2.28860 2.55298 2.57345
H 1.12236 3.40981 3.60467
H 4.16988 3.31903 3.98489
H 3.33091 1.35212 5.11807
H 1.80917 2.15435 5.58788
C -1.02813 -1.01060 -6.97627
C -0.03433 -1.04251 -5.83312
C -0.30627 -2.11575 -4.82382
O 0.29373 -1.58662 -3.65334
C 0.25237 -0.22589 -3.78310
O 0.51229 0.56155 -2.88867
O -0.12306 0.13451 -5.04803
H -0.90915 -0.09291 -7.56161
H -0.89293 -1.87160 -7.63788
H -2.05917 -1.01477 -6.60666
H 0.98835 -1.10555 -6.22643
H 0.14938 -3.07246 -5.09326
H -1.37236 -2.27023 -4.62345

---

[4]
60
Properties=species:S:1:pos:R:3 method="wB97M-V/def2-TZVPD" s2=0.75 multiplicity=2 charge=-1 fmax_ev_per_a=4.125 orbital_gap_ev="1.9 / 9.0" de_lowest_kcal_mol=56.3
C 18.61172 10.67154 -24.65739
O 18.58563 11.70935 -25.36307
N 18.02291 10.51558 -23.42234
C 17.74180 9.17275 -22.83505
C 17.48874 11.64483 -22.72387
H 19.03503 9.69981 -24.95530
H 18.23056 9.05897 -21.86745
H 18.09116 8.33416 -23.43739
H 16.66228 9.02251 -22.82287
H 18.14665 12.01601 -21.93807
H 17.40545 12.53493 -23.34747
H 16.45939 11.64236 -22.36535
C 12.72223 16.17032 -18.30507
O 13.47446 15.72564 -17.42535
N 12.58427 15.49605 -19.49147
C 11.71224 16.03697 -20.51864
C 13.36501 14.35433 -19.86741
H 12.18461 17.13015 -18.34844
H 12.38675 16.32244 -21.32589
H 11.19464 16.95150 -20.22911
H 10.98232 15.37619 -20.98627
H 13.35326 14.21936 -20.94896
H 14.40105 14.60556 -19.64025
H 13.15374 13.40607 -19.37317
C 16.58003 11.33001 -18.91961
O 15.30238 11.33847 -19.05155
N 17.31570 10.95540 -17.81077
C 18.77127 10.99578 -17.88243
C 16.71323 10.54976 -16.57661
H 17.21169 11.63760 -19.76731
H 19.15986 11.42033 -18.80809
H 19.29558 10.05057 -17.74184
H 19.11373 11.68303 -17.10879
H 15.64684 10.34573 -16.67293
H 17.14428 9.62544 -16.19199
H 16.97626 11.27811 -15.80953
C 15.22760 10.74554 -10.51623
O 14.92751 9.67740 -10.02973
N 15.47655 10.84345 -11.84104
C 16.26044 11.94591 -12.40398
C 15.25610 9.69932 -12.70282
H 15.37854 11.71689 -10.02034
H 17.11087 11.60189 -12.99262
H 16.69595 12.58229 -11.63362
H 15.63368 12.61866 -12.98938
H 14.39834 9.17865 -12.27709
H 15.00710 10.02643 -13.71232
H 16.01408 8.92640 -12.82996
C 20.96938 8.38298 -19.64711
O 20.11017 7.80997 -20.34764
N 21.63424 9.53787 -19.95616
C 21.26373 10.40288 -21.06505
C 22.59752 10.14238 -19.07118
H 21.31804 7.84994 -18.74906
H 20.60811 9.93603 -21.80012
H 22.16635 10.77066 -21.55301
H 20.79339 11.29850 -20.65916
H 23.46176 10.28510 -19.71988
H 22.25548 11.14387 -18.81020
H 22.81536 9.47556 -18.23691

---

[5]
96
Properties=species:S:1:pos:R:3 method="wB97M-V/def2-TZVPD" multiplicity=1 charge=-1 fmax_ev_per_a=7.673 orbital_gap_ev=6.4
O -0.33415 -4.94454 6.45622
C -0.22749 -4.19249 5.42872
O -0.50147 -4.74433 4.20423
N 0.13470 -2.76529 5.70461
C -1.05844 -1.87231 5.80696
C -2.20065 -2.12359 4.71975
O -3.26599 -2.90207 5.34961
S 1.34915 -2.13554 4.65914
O 0.96087 -0.84300 3.96342
O 2.52412 -1.77905 5.55315
F 1.94296 -3.21564 3.54644
H -1.53542 -2.09697 6.83267
H -0.77294 -0.75957 5.86025
H -1.81629 -2.59093 3.75785
H -2.61020 -1.08836 4.43032
H -3.83075 -3.23599 4.62437
C -6.13601 1.37177 3.57302
C -4.68295 1.70702 3.42681
O -4.04288 0.45335 3.62869
C -4.95177 -0.51459 3.33019
O -4.69323 -1.67943 3.23279
O -6.19400 0.01320 3.15439
H -6.77545 1.99854 2.94754
H -6.47839 1.43739 4.61011
H -4.43609 2.07268 2.42552
H -4.34717 2.43811 4.16348
C -6.09801 1.68029 -0.67823
C -7.25498 0.86056 -1.14300
O -8.05870 0.74374 0.02659
C -7.74868 1.79609 0.82965
O -8.35793 2.09450 1.81957
O -6.65960 2.46840 0.36678
H -5.69412 2.31226 -1.46663
H -5.29118 1.06859 -0.26411
H -7.83316 1.36104 -1.92144
H -6.95059 -0.12246 -1.50433
C 4.38046 1.41333 4.34719
C 3.57260 0.91947 3.18747
O 3.86631 1.86832 2.16539
C 5.06707 2.42664 2.47066
O 5.68655 3.14243 1.73350
O 5.47659 2.06926 3.71656
H 4.72837 0.60276 4.98812
H 3.83668 2.14015 4.95760
H 3.88704 -0.07144 2.84919
H 2.50494 0.89655 3.40370
C 3.62637 3.99495 -0.54551
C 2.83728 2.89018 -1.17697
O 1.53233 3.44994 -1.28449
C 1.67563 4.80230 -1.29554
O 0.79174 5.57397 -1.54254
O 2.95028 5.16717 -0.99173
H 4.66794 4.00089 -0.86762
H 3.59322 3.96147 0.54542
H 3.19750 2.63785 -2.17895
H 2.82464 1.98717 -0.56832
C 5.42626 -0.55159 -3.79651
C 4.26169 -1.36736 -4.26684
O 3.46657 -1.49457 -3.09456
C 3.78188 -0.45108 -2.28015
O 3.17931 -0.16267 -1.28786
O 4.87041 0.22345 -2.74092
H 5.82828 0.09084 -4.57938
H 6.23420 -1.16898 -3.39376
H 3.67677 -0.85667 -5.03779
H 4.56245 -2.34648 -4.64128
C 5.42216 2.08545 -7.27615
C 6.12990 1.81204 -8.56915
O 7.08351 0.82164 -8.20887
C 6.61354 0.19766 -7.09584
O 7.08790 -0.79484 -6.62690
O 5.53178 0.84768 -6.58329
H 4.37607 2.35726 -7.42230
H 5.91243 2.86500 -6.68631
H 5.46346 1.40012 -9.33248
H 6.62280 2.69842 -8.97035
C -8.57814 2.83590 -4.70579
C -7.72306 3.08723 -5.91127
O -6.40394 3.04043 -5.38417
C -6.45066 2.29908 -4.24568
O -5.48272 1.92522 -3.64412
O -7.73991 2.03749 -3.87922
H -9.49956 2.30619 -4.95077
H -8.82908 3.75604 -4.17052
H -7.82864 2.30634 -6.66989
H -7.92375 4.05616 -6.37007
C 2.53891 -6.62560 2.43422
C 3.45265 -6.81705 3.60453
O 4.40188 -7.76036 3.11651
C 4.40794 -7.65920 1.75976
O 5.21032 -8.19227 1.04599
O 3.38833 -6.87643 1.31832
H 2.12419 -5.61802 2.39121
H 1.71834 -7.34802 2.42106
H 3.97636 -5.89772 3.88171
H 2.93246 -7.20550 4.48061

---

[6]
83
Properties=species:S:1:pos:R:3 method="wB97M-V/def2-TZVPD" multiplicity=1 charge=-1 fmax_ev_per_a=4.399 orbital_gap_ev=5.1
C -7.59452 -1.40129 2.26854
C -6.34505 -1.99606 1.48217
C -5.97806 -1.18264 0.16305
C -4.78572 -1.88824 -0.63758
C -3.35551 -1.42436 0.02707
C -2.79802 -0.36034 -0.99872
P -1.10563 0.53522 -0.65774
C 0.64014 1.29358 -0.34712
I -0.68503 -0.76432 1.53447
C -0.22409 -0.89004 -1.57411
O 0.99259 -1.41034 -0.91747
C 1.35950 -2.57678 -1.67134
B -1.27105 1.48689 -2.37157
O -2.46215 1.30996 -3.22312
C -0.20337 2.44956 -3.10018
C 0.56765 1.79433 -4.35197
C -2.03086 1.80063 0.41841
Br -1.07150 2.07877 2.21298
C -2.49055 3.22940 -0.02016
C -1.43943 4.35043 -0.41644
Br -4.16731 3.28646 -1.17075
H -8.54678 -1.97771 2.03780
H -7.44116 -1.50576 3.39270
H -7.80812 -0.31464 2.05090
H -5.47185 -1.99936 2.21440
H -6.56554 -3.08434 1.24485
H -6.87640 -0.96936 -0.49127
H -5.58209 -0.16865 0.49781
H -4.94055 -3.00630 -0.54576
H -4.81320 -1.61460 -1.74329
H -3.68254 -1.03568 1.02903
H -2.79951 -2.40825 0.06638
H -3.64747 0.39937 -1.11353
H -2.80520 -0.91243 -2.00009
H 0.63874 2.40319 -0.15302
H 1.17938 0.81948 0.50046
H 1.33552 1.14746 -1.24723
H 0.07234 -0.55310 -2.61977
H -0.84815 -1.83869 -1.72030
H 0.96880 -3.49833 -1.12324
H 2.48386 -2.67965 -1.78223
H 0.94080 -2.57990 -2.73095
H -2.14882 0.70067 -3.91720
H -0.80926 3.30866 -3.55731
H 0.57309 2.95416 -2.46893
H -0.02545 2.06767 -5.28537
H 0.62032 0.66934 -4.33243
H 1.60812 2.23145 -4.46804
H -2.98129 1.28542 0.80078
H -2.93519 3.66445 0.94635
H -0.46140 4.01980 -0.83145
H -1.24562 5.06472 0.44544
H -1.93921 4.99355 -1.21610
C 5.05293 -0.63517 2.62336
C 4.49843 -0.73230 4.01471
O 3.20758 -0.15210 3.88925
C 2.84093 -0.26670 2.58137
O 1.74545 -0.03409 2.16659
O 3.88586 -0.68686 1.81255
H 5.72887 -1.45689 2.38439
H 5.56878 0.31282 2.44286
H 4.38906 -1.76693 4.35023
H 5.09993 -0.18572 4.74209
C 5.29258 2.11301 -5.58082
C 5.68104 3.41250 -6.22493
O 4.56151 4.24732 -5.95766
C 3.93557 3.74254 -4.85838
O 3.06111 4.29417 -4.26960
O 4.44024 2.52595 -4.52062
H 6.15197 1.56337 -5.19626
H 4.72825 1.46306 -6.25536
H 6.57056 3.85658 -5.76883
H 5.84513 3.31446 -7.29838
C 2.18183 -3.94098 7.51356
C 1.82959 -4.18933 6.07797
O 3.01673 -3.81371 5.38618
C 4.04685 -3.92384 6.27015
O 5.20073 -3.84327 5.97451
O 3.59079 -4.13762 7.53293
H 1.68361 -4.63359 8.19207
H 1.96319 -2.91685 7.82782
H 1.62093 -5.24319 5.87435
H 0.98171 -3.59009 5.74606

---

[7]
38
Properties=species:S:1:pos:R:3 method="wB97M-V/def2-TZVPD" multiplicity=1 fmax_ev_per_a=1.962 smiles="C=C(C)CCCN.O.O.O.O.O.O" orbital_gap_ev=9.7 de_lowest_kcal_mol=42.8
C -0.94698 -0.79425 -1.03812
C -0.89760 -2.15562 -0.43535
C 0.37520 -2.93364 -0.72023
C 2.45380 -2.28551 -1.83136
C 1.68598 -2.19733 -0.75765
C 2.04139 -1.43765 0.55869
N -2.37880 -0.38146 -1.15558
H -0.40062 -0.07809 -0.43405
H -0.52763 -0.64044 -2.04585
H -0.97669 -2.07316 0.64993
H -1.77815 -2.73597 -0.75819
H 0.29175 -3.54781 -1.64903
H 0.44736 -3.66429 0.09093
H 2.11865 -2.63670 -2.79802
H 3.46959 -1.90953 -1.95420
H 3.07456 -1.11700 0.37468
H 1.74410 -2.08286 1.38263
H 1.58504 -0.44321 0.77931
H -2.73510 -1.03897 -1.85213
H -2.42522 0.53389 -1.59649
H -0.93435 4.08741 1.73225
H 0.44907 3.71656 1.57152
O -0.06883 4.51638 1.74153
H 1.87310 1.33210 0.24940
H 1.99983 1.11308 -1.29358
O 1.62415 1.69369 -0.62479
H -1.62267 0.57791 3.57879
H -1.79514 0.98453 2.07767
O -1.17974 0.94423 2.82340
H -3.13429 0.48265 0.25031
H -4.20772 0.37313 1.41602
O -3.27787 0.32644 1.18426
H 1.80570 1.81584 2.53176
H 0.46634 1.07552 2.27065
O 1.40946 1.16460 1.95515
H 0.36631 3.07591 -1.33763
H 0.27318 3.20693 -2.86677
O -0.26716 3.13270 -2.06987

---

[8]
33
Properties=species:S:1:pos:R:3 method="wB97M-V/def2-TZVPD" multiplicity=1 charge=+1 fmax_ev_per_a=3.551 orbital_gap_ev=8.5
Ta 6.68087 7.33142 8.95389
C 9.65355 11.38844 7.23045
C 8.67284 10.25185 7.54095
O 7.74756 10.02917 6.46601
P 9.43863 8.61468 7.81984
O 10.37766 8.60040 9.01293
O 10.15223 8.47428 6.39276
O 8.28563 7.49752 7.82915
P 7.84564 10.47450 9.13589
O 7.02074 11.81180 9.11817
O 8.77318 10.51519 10.35070
O 6.78098 9.28140 9.16600
H 10.22304 11.57234 8.12562
H 9.13377 12.24340 6.83514
H 10.38350 11.08185 6.43547
H 8.18955 10.22873 5.64794
H 9.54608 9.82325 10.32996
H 10.90805 7.87618 6.46173
H 6.28872 11.72448 9.75619
O 4.08973 5.96959 6.25946
C 4.98014 6.07565 7.04088
O 5.28164 7.28227 7.62382
C 6.01372 4.92252 7.57666
O 6.22673 3.83898 7.07447
O 6.47221 5.35432 8.74911
F 6.35258 9.68627 12.42555
C 6.10141 8.48271 13.02376
F 4.82650 8.48474 13.58931
F 6.97910 8.22898 14.04106
S 6.24852 7.05657 11.67308
O 5.95057 5.77051 12.24607
O 7.59364 6.98273 10.78487
O 5.30568 7.59128 10.61754

---

[9]
14
Properties=species:S:1:pos:R:3 method="wB97M-V/def2-TZVPD" multiplicity=1 fmax_ev_per_a=4.932 orbital_gap_ev="6.6 / 9.1" de_lowest_kcal_mol=113.4
C 2.22214 0.12656 -0.83294
C 2.68833 0.18745 0.33989
C 0.62905 0.31814 -1.37772
C -0.92428 -0.88098 1.50659
N -0.25160 0.32869 -0.34278
N -0.45453 -0.80989 0.23243
Br 1.99856 0.42890 2.02776
H 2.86069 -0.17204 -1.66812
H 0.79192 1.29510 -1.85956
H 0.30500 -0.42320 -1.99587
H -0.75792 0.02079 2.04086
H -1.94269 -0.96874 1.56384
H -0.27965 -1.62910 2.10078
H -0.35240 1.21809 0.23359

---

[10]
15
Properties=species:S:1:pos:R:3 method="wB97M-V/def2-TZVPD" multiplicity=1 fmax_ev_per_a=4.629 orbital_gap_ev=9.6 de_lowest_kcal_mol=104.0
C -0.42881 -2.61790 1.72518
C 1.35208 1.05497 -1.00861
C -0.97339 1.22052 -1.07355
N 0.22036 -1.48194 1.82581
N 0.88811 -0.58317 2.08274
O -1.16640 0.33578 -0.03161
O 0.21102 1.90111 -0.99103
H -0.59617 -2.86077 0.65299
H -1.23512 -2.74221 2.36323
H -0.49682 0.62276 0.65647
H 1.28765 0.30896 -0.23687
H 2.12753 1.65013 -0.86543
H 1.55283 0.67100 -2.00594
H -0.91348 0.56794 -1.97200
H -1.82938 1.95283 -1.12137